Computed, not measured: a structure of composition C14H22CsF9N5O3, with the ωB97M-V functional and the def2-TZVPD basis.

ΔE to the lowest compared entry with this formula, charge and spin ... 1.85 kJ/mol
Electronic energy ... -53478.86306 eV
Total charge ... -1
Gap between HOMO and LUMO ... 8.09 eV
HOMO level ... -6.01 eV

XYZ file:
```
54
Properties=species:S:1:pos:R:3:forces:R:3:nbo_charge:R:1
Cs 0.9139 -0.8443 0.3746 0.075 0.104 0.022 0.9488
N -0.5523 0.4601 2.9881 -0.052 0.017 0.068 -0.8457
C -1.3862 1.6435 3.1774 0.046 -0.002 -0.042 -0.2177
C -2.5277 1.6752 2.1722 -0.002 -0.029 -0.046 -0.2147
N -2.1056 1.7836 0.7918 -0.018 -0.006 0.105 -0.4538
C -3.1385 1.3858 -0.1467 0.038 -0.011 0.009 -0.2084
C -3.4674 -0.1039 -0.1075 -0.015 -0.022 -0.078 -0.2175
N -2.2462 -0.8858 -0.1775 -0.054 0.165 0.065 -0.8579
C -1.4724 3.0589 0.4867 -0.007 0.024 -0.071 -0.2203
C 0.0386 2.9665 0.3174 -0.011 -0.063 0.044 -0.2236
N 0.3926 2.2279 -0.8900 0.059 -0.035 -0.094 -0.8682
H -1.1257 -0.3762 3.0224 0.017 -0.003 -0.003 0.3554
H 0.1515 0.3875 3.7127 0.030 -0.004 -0.033 0.3656
H -0.7591 2.5301 3.0555 0.010 -0.005 0.016 0.1877
H -1.8296 1.7069 4.1811 -0.026 0.005 -0.001 0.1600
H -3.2100 2.5027 2.4494 0.001 0.006 0.008 0.1545
H -3.0967 0.7495 2.2859 0.002 -0.002 0.003 0.1952
H -2.7632 1.6141 -1.1474 -0.005 -0.007 0.002 0.1987
H -4.0737 1.9631 -0.0125 -0.009 0.000 0.003 0.1533
H -4.1672 -0.2889 -0.9364 0.005 -0.004 0.004 0.1664
H -4.0108 -0.3613 0.8066 0.000 0.004 0.013 0.1671
H -1.6435 -0.4937 -0.8939 -0.050 -0.112 -0.056 0.3602
H -2.3792 -1.8578 -0.4296 0.014 -0.009 -0.027 0.3966
H -1.7052 3.7940 1.2711 0.014 0.014 0.001 0.1714
H -1.8995 3.4645 -0.4389 -0.010 -0.005 0.016 0.1818
H 0.4588 2.4228 1.1654 0.050 0.011 0.000 0.2057
H 0.4623 3.9812 0.3422 -0.011 0.013 -0.016 0.1625
H 1.4091 2.1673 -0.9366 0.010 -0.017 0.036 0.4047
H 0.1124 2.7486 -1.7150 -0.041 0.029 0.045 0.3420
O 3.6566 3.0440 -1.0181 -0.049 -0.021 0.009 -0.6729
C 3.9773 2.2902 -0.1064 0.089 0.074 0.025 0.6612
C 5.3977 2.2544 0.4770 0.024 -0.076 0.052 -0.5238
C 5.3166 1.1468 1.5207 0.037 0.124 -0.050 -0.5224
C 3.8490 0.7181 1.4518 -0.096 -0.108 0.055 0.6561
O 3.3851 -0.1708 2.1711 0.051 0.047 0.001 -0.7075
N 3.1580 1.4060 0.5166 -0.085 -0.060 -0.044 -0.7258
H 5.6313 3.2368 0.8894 -0.002 -0.004 0.010 0.2156
H 6.1101 2.0619 -0.3254 -0.008 -0.003 -0.006 0.2176
H 5.5484 1.4657 2.5376 -0.001 0.011 -0.006 0.2154
H 5.9461 0.2838 1.3009 -0.001 -0.002 -0.009 0.2183
F -1.0032 -1.9546 -3.4772 0.006 0.006 0.004 -0.3225
C -0.2625 -3.0695 -3.4370 -0.003 -0.011 0.022 0.9419
F -0.6004 -3.7981 -4.5227 0.003 -0.017 0.003 -0.3366
F 1.0174 -2.6894 -3.6062 0.010 0.000 -0.002 -0.3305
C -0.4439 -3.8061 -2.0556 -0.004 0.083 -0.112 0.0551
O -0.4254 -2.9448 -1.0660 0.022 -0.089 0.025 -0.8930
C 0.7076 -4.8693 -1.9305 -0.008 0.005 0.011 0.9426
F 1.8530 -4.2843 -1.5603 -0.003 0.002 -0.003 -0.3207
F 0.9644 -5.5502 -3.0687 0.005 0.010 -0.005 -0.3367
F 0.4205 -5.7884 -0.9897 -0.019 0.022 -0.001 -0.3310
C -1.8077 -4.5787 -2.1119 -0.007 -0.021 0.061 0.9418
F -2.1753 -4.9882 -0.8914 -0.003 -0.002 -0.033 -0.3211
F -1.8103 -5.6674 -2.9094 0.002 -0.030 0.004 -0.3356
F -2.7900 -3.7698 -2.5572 -0.022 0.003 -0.001 -0.3351
```
Positions in Å, forces in eV/Å.